This record from the OMol25 dataset describes a cluster of 2 separate species, C6H13NO in total in a non-equilibrium geometry. The level of theory is wB97M-V/def2-TZVPD.

Calculated values
- HOMO energy (eV) = -8.0916
- E (eV) = -9969.739
- charge = 0
- gap between HOMO and LUMO (eV) = 9.08
- E_LUMO (eV) = 0.986
- relative energy (zero: lowest compared OMol25 entry of this formula, charge and spin) (kcal per mole) = 33.11

CARTESIAN COORDINATES (ANGSTROEM)
C  -1.47110  -0.93629  0.77250
H  -0.79901  0.32581  -1.52239
H  2.37288  -3.07023  -0.13161
H  2.97520  0.52414  -0.44680
H  1.99596  0.89431  0.97809
H  -0.04840  1.78716  -0.80896
H  -2.47646  -0.85105  0.36905
H  1.54173  -1.32191  1.35597
C  -0.86201  1.06625  -0.72511
C  2.53773  -2.03145  -0.35158
C  -2.19872  1.80598  -0.80653
H  -0.93080  -1.67245  0.17902
N  2.25512  0.28409  0.21816
H  -3.03919  1.11662  -0.76044
C  -0.74920  0.37933  0.67598
H  3.21208  -1.81175  -1.16294
O  -0.31520  0.97681  1.63203
H  -1.51044  -1.27653  1.80462
H  -2.26044  2.37283  -1.73321
H  -2.29491  2.50635  0.02068
C  2.06518  -1.06803  0.44346

***

This record from the OMol25 dataset describes a cluster of 5 separate species, C16H34N4O6 in total in a non-equilibrium geometry. The level of theory is wB97M-V/def2-TZVPD.

Calculated values
- HOMO energy (alpha / beta) (eV) = -11.8805 / -11.8787
- multiplicity = 2
- E (eV) = -35380.858
- charge = +1
- gap between HOMO and LUMO (alpha / beta) (eV) = 8.84 / 4.39
- expectation value of S² = 0.761
- E_LUMO (alpha / beta) (eV) = -3.040 / -7.490

CARTESIAN COORDINATES (ANGSTROEM)
H  -3.19893  2.65001  -1.30482
C  0.64574  2.38348  -2.64266
C  -2.58838  -1.01572  -3.68662
C  0.11975  3.48295  -3.45875
H  1.75881  -0.84948  4.74174
H  2.98818  -0.70290  1.04416
H  0.25599  1.89149  0.93538
H  -2.23586  4.22438  -5.63009
H  -1.69506  -1.00037  -4.31100
H  -4.80859  1.99768  -1.05512
O  4.63164  -2.48540  2.81037
C  3.74007  -1.45760  0.81354
H  -0.34062  0.78220  1.99980
H  -0.60130  -1.48563  1.70796
C  -1.03491  -2.63450  0.13218
H  3.19941  -2.34541  0.48556
H  -1.13787  5.45098  -4.93052
C  0.79211  -0.69453  5.22090
H  0.85230  1.43465  -3.13780
H  1.49776  2.63519  -2.01116
H  -2.31619  -3.60879  4.33437
C  0.23878  0.81086  1.07699
H  1.23712  0.53431  1.41600
C  4.76057  -1.70263  1.83478
C  4.65779  -0.92742  -0.24934
H  5.40194  0.93847  0.71329
H  -1.31842  -4.60084  5.57034
H  -2.60999  -3.46483  6.00630
H  -1.16094  -2.62114  -0.95043
H  4.05019  -0.27530  -0.87677
N  -0.73444  -1.33701  0.71786
C  -0.29133  -0.18493  0.10341
C  5.65928  -0.10512  0.53218
O  -2.88398  1.27755  -4.16100
C  -1.83714  4.64526  -4.70705
H  -1.69094  2.72583  -3.92916
H  -1.88658  -3.15201  0.57373
O  5.86626  -0.87711  1.71988
O  -0.69267  -1.58076  3.54569
O  -0.32367  -0.03226  -1.13666
H  -0.20567  2.18443  -1.99182
H  0.96132  -0.75695  6.29587
H  0.57222  0.31621  4.87722
C  -2.97591  0.37147  -3.32788
O  0.93913  4.37447  -3.85394
N  -1.14645  3.57499  -3.97989
H  -3.26843  0.03630  -1.39463
N  -0.63485  -2.68071  5.45754
H  -0.24877  -3.36160  0.33568
H  -4.46618  2.32963  -2.62173
H  -0.32011  -2.54028  6.40691
C  -0.19158  -1.74038  4.66340
H  -3.40758  -1.51957  -4.19959
C  -1.80744  -3.66593  5.29666
H  -2.35516  -1.60984  -2.80303
C  -3.95014  1.98231  -1.72665
H  -2.69225  5.01516  -4.14132
H  6.58152  -0.09446  -0.04873
N  -3.40213  0.70912  -2.13594
H  5.05260  -1.64798  -0.96559